Arrangement 1

Here is a 2-piece molecular cluster, C4H10N4 overall from OMol25. Energies are from the ωB97M-V functional and the def2-TZVPD basis.

The geometry in ORCA input format:
```
! wB97M-V def2-TZVPD RIJCOSX def2/J DEFGRID3
* xyz 0 1
C -1.30 0.79 0.55
C -0.83 -0.99 -0.95
N -0.60 0.28 -0.46
C 0.60 0.96 -0.88
N 0.46 2.32 -0.90
C 0.67 -1.88 1.94
N -0.44 -2.27 1.52
N 1.64 0.27 -1.08
H -0.47 2.72 -0.95
H 1.21 2.87 -1.27
H 2.41 0.81 -1.46
H -0.91 1.63 1.10
H -2.09 0.20 0.97
H -0.61 -1.86 0.35
H -1.87 -1.25 -1.04
H -0.19 -1.26 -1.77
H 1.39 -1.31 1.35
H 0.93 -2.04 3.00
*
```

Values from the calculation:
- E_LUMO (alpha / beta): 0.0020 / 0.0104 Eh

=====

Arrangement 2

Here is a single C4H10N4 molecule from OMol25. Energies are from the ωB97M-V functional and the def2-TZVPD basis.

The geometry in ORCA input format:
```
! wB97M-V def2-TZVPD RIJCOSX def2/J DEFGRID3
* xyz 0 1
C -0.60 -1.98 0.51
C 0.19 0.41 -0.10
C 0.09 -0.68 0.80
N 0.61 1.70 0.34
N 0.71 -0.61 2.00
N -0.55 1.54 -2.30
C -0.41 0.31 -1.59
N 0.83 -0.20 -1.28
H 1.61 1.85 0.35
H 0.13 2.07 1.15
H 1.30 0.18 2.20
H 0.85 -1.44 2.55
H -1.44 1.99 -2.11
H 0.20 2.18 -2.05
H -1.23 -0.37 -1.84
H -1.02 -1.99 -0.48
H 0.11 -2.81 0.59
H -1.39 -2.14 1.25
*
```

Values from the calculation:
- E_LUMO: 0.0253 Eh

=====

Arrangement 3

Here is a 2-piece molecular cluster, C4H10N4 overall from OMol25. Energies are from the ωB97M-V functional and the def2-TZVPD basis.

The geometry in ORCA input format:
```
! wB97M-V def2-TZVPD RIJCOSX def2/J DEFGRID3
* xyz 0 1
H -2.61 -2.00 -0.10
N -2.65 -1.07 0.29
C -2.20 -0.15 -0.51
N -2.75 1.11 -0.47
H -1.62 -0.39 -1.41
H -3.37 1.28 0.31
H -2.09 1.87 -0.60
C 1.63 -0.12 1.54
N 1.26 0.05 0.15
C 2.03 -0.65 -0.85
C 0.42 1.04 -0.21
N -0.01 2.08 -0.47
H 1.39 -1.15 1.84
H 2.70 0.03 1.67
H 1.12 0.60 2.16
H 1.84 -1.73 -0.77
H 3.10 -0.49 -0.70
H 1.79 -0.30 -1.85
*
```

Values from the calculation:
- SMILES: [H]/N=C/N.CN(C)C#N
- E_LUMO: 0.0250 Eh

=====

How do the energies compare? Relative to the most stable structure, in kJ/mol: arrangement 1 250.9; arrangement 2 119.6; arrangement 3 0.0.